A molecular structure, C50H48GeN6O2P2W, computed with ωB97M-V with the def2-TZVPD basis set.

The value obtained for the orbital gap (spin up / spin down) is 7.1 / 6.8 eV. The value obtained for the highest occupied orbital energy (spin up / spin down) is -15.592 / -15.603 eV. The multiplicity is 4. As for the charge: +3. The total energy is -5238.83294 hartree. Its strongest force on any atom is 2.0 eV/A.

Each line ends with the Löwdin charge.
Positions of all 110 atoms, in Å:
W1 0.110 -0.039 0.017  1.010
C1 3.633 -2.490 -0.582  -0.265
C2 3.900 -1.245 0.247  -0.291
P1 2.674 0.098 -0.038  0.963
C3 3.228 1.228 1.284  -0.391
C4 4.181 2.236 1.194  -0.069
C5 4.555 2.932 2.334  -0.050
C6 3.985 2.630 3.560  -0.053
C7 3.014 1.640 3.654  -0.060
C8 2.634 0.948 2.520  -0.143
C9 3.157 0.624 -1.715  -0.367
C10 4.436 1.061 -2.052  -0.068
C11 4.730 1.384 -3.368  -0.032
C12 3.775 1.230 -4.361  -0.031
C13 2.518 0.737 -4.038  -0.054
C14 2.206 0.451 -2.722  -0.154
C15 2.370 -3.196 -0.112  -0.291
P2 0.742 -2.433 -0.542  1.007
C16 0.365 -2.864 -2.264  -0.343
C17 -0.582 -2.059 -2.904  -0.127
C18 -0.928 -2.299 -4.220  -0.052
C19 -0.367 -3.373 -4.895  -0.031
C20 0.540 -4.200 -4.251  -0.038
C21 0.925 -3.944 -2.947  -0.064
C22 -0.255 -3.565 0.545  -0.493
C23 -0.074 -5.034 0.433  -0.021
C24 -0.115 -5.798 1.528  -0.020
C25 -0.239 -5.245 2.864  -0.034
C26 -0.251 -3.930 3.088  -0.031
C27 -0.237 -2.949 1.962  -0.179
H1 4.474 -3.176 -0.458  0.132
H2 3.564 -2.239 -1.644  0.113
H3 4.870 -0.813 -0.018  0.104
H4 3.926 -1.492 1.312  0.105
H5 4.633 2.493 0.250  0.097
H6 5.307 3.704 2.266  0.122
H7 4.298 3.158 4.446  0.120
H8 2.574 1.404 4.612  0.117
H9 1.862 0.173 2.574  0.084
H10 5.206 1.146 -1.299  0.105
H11 5.720 1.733 -3.617  0.125
H12 4.012 1.472 -5.387  0.125
H13 1.792 0.564 -4.817  0.114
H14 1.216 0.060 -2.450  0.048
H15 2.384 -3.306 0.980  0.108
H16 2.320 -4.209 -0.526  0.091
H17 -1.059 -1.254 -2.337  0.048
H18 -1.642 -1.658 -4.714  0.107
H19 -0.641 -3.582 -5.915  0.122
H20 0.947 -5.056 -4.764  0.123
H21 1.664 -4.586 -2.489  0.108
H22 0.006 -5.446 -0.560  0.117
H23 -0.029 -6.871 1.445  0.125
H24 -0.280 -5.931 3.695  0.122
H25 -0.280 -3.524 4.088  0.123
H26 0.513 -2.148 2.134  0.122
O1 -1.614 -3.137 0.331  -0.001
C28 -1.609 -2.403 1.549  -0.449
C29 -2.823 -2.670 2.434  -0.032
C30 -3.809 -1.628 1.935  -0.024
C31 -2.898 -0.610 1.329  -0.335
O2 -3.342 0.553 0.914  -0.060
N1 -1.659 -0.982 1.167  0.062
H27 -2.575 -2.504 3.482  0.139
H28 -3.168 -3.692 2.308  0.150
H29 -4.464 -1.230 2.708  0.138
H30 -4.435 -2.023 1.127  0.165
N2 1.048 4.689 1.597  0.207
N3 1.052 3.801 0.613  -0.213
N4 1.128 4.142 -0.644  0.202
C32 0.976 3.001 -1.285  -0.143
N5 0.830 1.994 -0.417  -0.255
N6 0.881 2.521 0.792  0.054
H31 1.307 5.628 1.317  0.146
H32 1.350 4.364 2.506  0.134
H33 0.991 2.908 -2.353  0.134
C33 -6.460 2.404 3.008  -0.036
C34 -5.311 2.006 3.674  -0.035
C35 -4.288 1.383 2.982  -0.030
C36 -4.439 1.143 1.624  -0.231
C37 -5.585 1.513 0.949  0.012
C38 -6.591 2.162 1.650  -0.031
Ge1 -1.878 1.354 -0.924  1.138
C39 -2.842 1.534 -2.648  -0.333
C40 -4.174 1.925 -2.740  -0.107
C41 -4.772 2.070 -3.978  -0.044
C42 -4.041 1.860 -5.138  -0.033
C43 -2.705 1.497 -5.054  -0.060
C44 -2.113 1.307 -3.818  -0.145
C45 -2.149 2.975 0.193  -0.350
C46 -2.765 4.154 -0.215  -0.083
C47 -3.040 5.154 0.704  -0.046
C48 -2.697 4.994 2.036  -0.044
C49 -2.052 3.836 2.451  -0.084
C50 -1.784 2.839 1.535  -0.205
H34 -7.249 2.900 3.550  0.123
H35 -5.199 2.190 4.731  0.122
H36 -3.379 1.098 3.490  0.130
H37 -5.698 1.288 -0.100  0.111
H38 -7.478 2.479 1.127  0.123
H39 -4.741 2.112 -1.838  0.083
H40 -5.812 2.348 -4.042  0.121
H41 -4.512 1.988 -6.101  0.124
H42 -2.126 1.352 -5.954  0.117
H43 -1.075 0.994 -3.751  0.080
H44 -3.025 4.282 -1.256  0.106
H45 -3.538 6.056 0.381  0.119
H46 -2.933 5.767 2.751  0.120
H47 -1.782 3.706 3.488  0.116
H48 -1.294 1.914 1.867  0.077

---

A molecular structure, C50H48MgN4O2S2, computed with ωB97M-V with the def2-TZVPD basis set.

The value obtained for the orbital gap is 7.0 eV. The value obtained for the highest occupied orbital energy is -11.784 eV. The multiplicity is 1. As for the charge: +2. The total energy is -3299.77265 hartree. Its strongest force on any atom is 0.6 eV/A.

Each line ends with the Löwdin charge.
Positions of all 107 atoms, in Å:
Mg1 -0.056 -0.358 -0.060  0.650
C1 8.052 -2.320 0.259  -0.029
C2 6.612 -2.214 0.665  -0.253
C3 5.713 -1.452 -0.075  -0.015
C4 4.386 -1.332 0.308  -0.056
C5 3.965 -1.992 1.447  -0.381
C6 4.828 -2.792 2.189  -0.068
C7 6.149 -2.888 1.796  -0.024
S1 2.294 -1.869 2.009  1.104
O1 1.574 -1.051 0.954  -0.574
C8 2.433 -0.861 3.476  -0.318
C9 1.825 -1.451 4.611  -0.090
C10 1.800 -0.781 5.799  -0.009
C11 2.358 0.516 5.903  -0.146
C12 2.319 1.239 7.120  -0.018
C13 2.858 2.489 7.201  -0.046
C14 3.463 3.080 6.068  -0.043
C15 3.522 2.408 4.883  -0.005
C16 2.972 1.103 4.767  -0.104
C17 3.018 0.383 3.540  -0.149
C18 3.690 1.002 2.361  -0.156
C19 5.109 0.926 2.227  -0.115
C20 5.918 0.232 3.161  -0.005
C21 7.269 0.158 2.982  -0.049
C22 7.882 0.776 1.871  -0.058
C23 7.125 1.449 0.956  -0.016
C24 5.721 1.534 1.106  -0.157
C25 4.916 2.176 0.128  0.010
C26 3.564 2.237 0.262  -0.041
C27 2.967 1.668 1.409  -0.294
S2 1.206 1.737 1.622  1.072
O2 0.637 1.537 0.214  -0.510
C28 0.931 3.427 2.042  -0.380
C29 1.157 4.479 1.161  -0.041
C30 0.910 5.771 1.585  -0.008
C31 0.447 6.034 2.876  -0.247
C32 0.165 7.441 3.316  -0.032
C33 0.229 4.964 3.740  -0.025
C34 0.462 3.662 3.328  -0.091
H1 8.261 -1.724 -0.628  0.085
H2 8.318 -3.356 0.044  0.094
H3 8.705 -1.978 1.063  0.081
H4 6.058 -0.933 -0.961  0.128
H5 3.695 -0.724 -0.259  0.118
H6 4.477 -3.325 3.065  0.121
H7 6.833 -3.500 2.371  0.129
H8 1.406 -2.447 4.529  0.106
H9 1.360 -1.236 6.678  0.123
H10 1.861 0.779 7.986  0.121
H11 2.829 3.034 8.135  0.116
H12 3.888 4.071 6.147  0.117
H13 3.992 2.866 4.023  0.126
H14 5.458 -0.241 4.020  0.128
H15 7.880 -0.373 3.701  0.119
H16 8.955 0.717 1.750  0.117
H17 7.588 1.924 0.100  0.124
H18 5.398 2.612 -0.738  0.129
H19 2.945 2.694 -0.498  0.113
H20 1.504 4.292 0.155  0.113
H21 1.082 6.596 0.906  0.125
H22 0.716 8.162 2.716  0.086
H23 0.428 7.586 4.363  0.087
H24 -0.898 7.664 3.210  0.095
H25 -0.123 5.154 4.746  0.123
H26 0.302 2.832 4.008  0.108
C35 -2.531 1.809 -0.673  -0.152
N1 -1.871 0.533 -0.898  -0.043
C36 -2.214 -0.179 -1.927  -0.083
C37 -1.561 -1.404 -2.214  -0.350
C38 -1.796 -2.348 -3.216  -0.032
C39 -0.801 -3.315 -3.081  -0.077
C40 -0.007 -2.912 -2.008  -0.151
N2 -0.463 -1.772 -1.457  -0.038
C41 -3.364 1.732 0.587  -0.195
C42 -2.980 2.415 1.737  -0.033
C43 -3.688 2.269 2.925  -0.063
C44 -4.799 1.437 2.974  -0.100
C45 -5.206 0.764 1.822  -0.110
C46 -4.491 0.913 0.641  -0.038
H27 -3.150 2.093 -1.530  0.132
H28 -1.767 2.577 -0.540  0.114
H29 -3.008 0.153 -2.600  0.143
H30 -2.583 -2.314 -3.953  0.110
H31 -0.657 -4.193 -3.688  0.098
H32 0.871 -3.404 -1.615  0.107
H33 -2.116 3.071 1.702  0.116
H34 -3.387 2.823 3.805  0.117
H35 -5.377 1.353 3.886  0.120
H36 -6.104 0.158 1.837  0.125
H37 -4.818 0.394 -0.253  0.132
N3 -3.768 -1.470 3.172  0.058
C47 -2.473 -1.094 3.831  -0.077
C48 -1.543 -0.512 2.779  -0.163
N4 -1.342 -1.366 1.605  -0.054
C49 -2.611 -1.854 1.051  -0.165
C50 -3.529 -2.481 2.084  -0.068
H38 -4.205 -0.624 2.765  0.092
H39 -4.426 -1.834 3.863  0.188
H40 -2.073 -2.002 4.283  0.139
H41 -2.689 -0.368 4.613  0.138
H42 -0.579 -0.291 3.239  0.117
H43 -1.966 0.434 2.431  0.099
H44 -0.736 -2.152 1.828  0.122
H45 -2.400 -2.558 0.247  0.137
H46 -3.119 -1.000 0.601  0.088
H47 -3.098 -3.360 2.564  0.140
H48 -4.491 -2.746 1.649  0.144

---

- multiplicity of number 1 (C50H48GeN6O2P2W)?
  4

---

- The lowest strongest force on any atom belongs to which entry?
  C50H48MgN4O2S2

---

- What is the formula in the first record?
  C50H48GeN6O2P2W

---

- Among the records above, which one has the highest total energy?
  C50H48MgN4O2S2